Record 1
# C4H8S2

One molecule with the formula C4H8S2 (ωB97M-V/def2-TZVPD, the Open Molecules 2025 dataset).

Output
Kohn-Sham gap (eV): 9.0
E_LUMO (eV): 0.7
Energy relative to the best compared isomer or geometry (same formula, charge and spin) (kJ/mol): 87.9

The geometry in ORCA input format:
```
! wB97M-V def2-TZVPD RIJCOSX def2/J DEFGRID3
* xyz 0 1
H -0.39 -1.77 1.22
H -1.20 2.06 -0.64
H 0.46 -0.29 1.49
H 2.08 -0.99 -0.02
C -0.40 1.54 0.03
C 1.07 -1.12 -0.40
H 0.94 -2.11 -0.70
S 1.17 1.74 -0.97
H -0.48 1.99 1.00
C 0.03 -0.82 0.72
C -0.97 0.07 0.18
S 0.94 -0.08 -1.90
H -1.39 -0.35 -0.75
H -1.88 0.12 0.74
*
```

Record 2
# C4H8S2

One molecule with the formula C4H8S2 (ωB97M-V/def2-TZVPD, the Open Molecules 2025 dataset).

Output
Kohn-Sham gap (spin up / spin down) (eV): 7.3 / 6.9
E_LUMO (spin up / spin down) (eV): -0.8 / -1.1
Energy relative to the best compared isomer or geometry (same formula, charge and spin) (kJ/mol): 260.9

The geometry in ORCA input format:
```
! wB97M-V def2-TZVPD RIJCOSX def2/J DEFGRID3
* xyz 0 1
C -0.93 -0.82 0.58
H -2.19 0.45 1.90
H 0.80 -2.03 -0.15
H 0.28 -0.54 -1.97
H 1.81 -0.13 -1.35
C 0.82 -0.20 -1.12
H 1.11 -0.38 0.81
S -3.72 -2.90 0.10
C 0.51 -0.97 0.09
H -0.73 1.26 1.28
C -1.53 0.46 1.07
S -1.75 -2.31 -0.03
H 0.71 0.87 -0.97
H -2.00 1.03 0.32
*
```

Record 3
# C4H8S2

A 2-piece molecular cluster, C4H8S2 overall (ωB97M-V/def2-TZVPD, the Open Molecules 2025 dataset).

Output
Kohn-Sham gap (spin up / spin down) (eV): 7.7 / 8.0
⟨S²⟩: 2.01
E_LUMO (spin up / spin down) (eV): 0.8 / -1.1
Energy relative to the best compared isomer or geometry (same formula, charge and spin) (kJ/mol): 187.2

The geometry in ORCA input format:
```
! wB97M-V def2-TZVPD RIJCOSX def2/J DEFGRID3
* xyz 0 3
H 1.19 -1.66 -0.96
C -1.97 0.12 1.29
H -0.08 0.55 2.60
H -2.52 0.22 2.25
H 1.70 -0.61 -2.24
S 1.50 2.11 -0.50
C 1.57 0.33 -0.26
H 0.25 2.11 -0.66
S -1.39 1.88 0.91
C -0.54 0.46 1.59
H -0.11 -0.36 -1.61
H 2.12 0.03 0.56
H -2.36 -0.60 0.52
C 1.01 -0.60 -1.28
*
```

Record 4
# C4H8S3

A 2-piece molecular cluster, C4H8S3 overall (ωB97M-V/def2-TZVPD, the Open Molecules 2025 dataset).

Output
Kohn-Sham gap (eV): 8.3
E_LUMO (eV): -0.5
Energy relative to the best compared isomer or geometry (same formula, charge and spin) (kJ/mol): 239.7

The geometry in ORCA input format:
```
! wB97M-V def2-TZVPD RIJCOSX def2/J DEFGRID3
* xyz 0 1
C 0.92 0.51 -0.02
S -0.29 -1.28 2.61
C 1.44 -0.16 -0.98
H -1.24 -2.87 0.19
H -0.46 2.03 0.37
H 2.48 -0.50 -1.00
H -1.05 0.21 0.50
C -0.53 1.05 -0.02
H 0.92 -0.18 -1.92
H 1.58 0.85 0.87
S 2.22 -2.18 1.64
H -0.66 1.11 -1.18
C 0.68 -1.94 1.28
H -1.42 -1.21 1.80
S 0.02 -2.60 -0.15
*
```

Record 5
# C4H9AlNO2

C4H9AlNO2 as an isolated structure (ωB97M-V/def2-TZVPD, the Open Molecules 2025 dataset).

Output
Kohn-Sham gap (eV): 8.2
E_LUMO (eV): 3.6
Energy relative to the best compared isomer or geometry (same formula, charge and spin) (kJ/mol): 8.2

The geometry in ORCA input format:
```
! wB97M-V def2-TZVPD RIJCOSX def2/J DEFGRID3
* xyz -1 1
H 0.01 1.89 -0.84
H -0.62 -0.62 0.46
H -2.32 1.42 -0.45
C 0.25 -0.08 0.02
O 1.66 -0.26 1.95
O 1.16 -1.02 -0.47
H -3.39 0.21 -1.92
H 0.09 1.09 1.83
N -2.39 0.13 -2.05
H 0.15 0.58 -2.03
H 1.54 1.48 0.85
H 3.02 -2.64 1.04
C -1.77 0.82 -1.19
C 0.90 0.66 1.21
Al 1.63 -1.84 1.07
C -0.29 0.86 -1.08
H 0.36 -2.70 1.61
*
```

Record 6
# C4H9AlNO5

C4H9AlNO5 as an isolated structure (ωB97M-V/def2-TZVPD, the Open Molecules 2025 dataset).

Output
Kohn-Sham gap (eV): 8.6
E_LUMO (eV): 3.5

The geometry in ORCA input format:
```
! wB97M-V def2-TZVPD RIJCOSX def2/J DEFGRID3
* xyz -1 1
H -0.47 0.48 2.02
H 2.86 -0.33 -0.72
H 3.38 -1.07 1.86
H -0.94 -2.50 0.13
H 1.01 1.25 -0.54
O -1.29 0.18 0.20
O 1.92 1.39 1.27
O 0.69 -0.85 1.02
N -0.91 2.96 -0.27
H -1.43 -2.70 -1.56
H -1.88 -0.23 -1.69
O 0.13 2.72 0.66
Al 2.42 -0.30 0.83
O -0.58 2.82 -1.39
H -0.19 -0.60 -1.38
C -1.57 -2.09 -0.66
C -0.12 0.27 1.00
C 0.77 1.43 0.53
C -1.19 -0.65 -0.95
H -2.62 -2.16 -0.36
*
```

Record 7
# C4H9BN3O2

An isolated ion of composition C4H9BN3O2 and charge +1 (ωB97M-V/def2-TZVPD, the Open Molecules 2025 dataset).

Output
Kohn-Sham gap (spin up / spin down) (eV): 8.8 / 8.8
E_LUMO (spin up / spin down) (eV): -3.7 / -3.7
Energy relative to the best compared isomer or geometry (same formula, charge and spin) (kJ/mol): 0.0

The geometry in ORCA input format:
```
! wB97M-V def2-TZVPD RIJCOSX def2/J DEFGRID3
* xyz 1 1
O -2.72 -0.47 -1.52
O -2.98 -1.41 0.59
H -3.45 -0.72 -2.14
B -2.44 -0.52 -0.25
C -1.30 0.54 0.29
H 0.71 1.98 -1.57
N -0.12 0.76 -0.13
H -2.65 0.90 1.82
C 2.21 0.69 -1.04
C 2.85 -0.34 -0.43
H 2.74 1.38 -1.67
H 2.77 -1.79 0.94
H 3.80 -0.82 -0.76
N -1.70 1.21 1.40
H 1.39 -0.87 1.09
H -3.34 -2.11 0.09
C 0.89 1.17 -0.82
H -1.19 2.01 1.69
N 2.28 -1.10 0.55
*
```

Record 8
# C4H9BO2

A 2-piece molecular cluster, C4H9BO2 overall (ωB97M-V/def2-TZVPD, the Open Molecules 2025 dataset).

Output
Kohn-Sham gap (eV): 9.7
E_LUMO (eV): 0.3
Energy relative to the best compared isomer or geometry (same formula, charge and spin) (kJ/mol): 277.7

The geometry in ORCA input format:
```
! wB97M-V def2-TZVPD RIJCOSX def2/J DEFGRID3
* xyz 0 1
H -3.14 -0.14 -0.91
H 1.20 -1.68 -0.08
H 1.11 1.57 -1.27
C 1.28 0.97 -0.34
O -2.34 -0.53 -0.50
C 2.47 0.68 0.09
H -0.28 -2.36 0.84
B -1.45 0.36 0.19
H -0.56 -1.55 -0.87
O -1.86 1.66 0.27
C 0.10 -1.70 0.02
H 0.31 0.02 1.56
H -2.75 1.87 -0.05
H 3.32 1.25 -0.39
C -0.08 -0.24 0.62
H 2.66 -0.17 0.81
*
```

Record 9
# C4H9BO3

A 2-piece molecular cluster, C4H9BO3 overall (ωB97M-V/def2-TZVPD, the Open Molecules 2025 dataset).

Output
Kohn-Sham gap (eV): 10.5
E_LUMO (eV): -0.1
Energy relative to the best compared isomer or geometry (same formula, charge and spin) (kJ/mol): 351.5

The geometry in ORCA input format:
```
! wB97M-V def2-TZVPD RIJCOSX def2/J DEFGRID3
* xyz 0 1
C -0.74 0.55 -0.19
H -0.37 1.37 -0.93
H 0.12 -1.22 -0.64
C 2.51 2.16 -1.45
O 0.28 0.53 0.81
H -1.09 -0.25 3.57
H -1.07 -0.99 -1.85
H 1.96 0.87 2.63
H -1.52 -1.35 -0.19
H 2.07 0.90 0.04
C -0.83 -0.81 -0.85
H 3.18 0.06 -1.38
H -1.67 0.95 0.25
O -1.10 0.05 2.68
C 2.68 0.98 -0.95
B 0.08 0.36 2.13
O 1.11 0.48 3.02
*
```

Record 10
# C4H9BO3

One molecule with the formula C4H9BO3 (ωB97M-V/def2-TZVPD, the Open Molecules 2025 dataset).

Output
Kohn-Sham gap (eV): 9.9
E_LUMO (eV): 0.3
Energy relative to the best compared isomer or geometry (same formula, charge and spin) (kJ/mol): 218.5

The geometry in ORCA input format:
```
! wB97M-V def2-TZVPD RIJCOSX def2/J DEFGRID3
* xyz 0 1
H -0.65 -0.70 -1.35
C -2.05 1.22 -0.15
H -1.11 -1.94 1.31
O 2.30 -0.60 -1.02
C 0.33 -0.38 0.64
H -1.38 1.71 0.54
H -3.14 1.44 0.12
C -0.75 -0.77 -0.33
H -1.74 1.46 -1.19
B 1.69 0.08 0.06
H 2.91 -0.02 -1.39
O -1.98 -0.19 0.02
H 3.18 1.44 -0.02
H 0.04 0.36 1.44
C -0.26 -1.79 0.56
H 0.30 -2.62 0.29
O 2.32 1.31 0.48
*
```

Record 11
# C4H9Br2NO

A 2-piece molecular cluster, C4H9Br2NO overall (ωB97M-V/def2-TZVPD, the Open Molecules 2025 dataset).

Output
Kohn-Sham gap (eV): 10.5
E_LUMO (eV): 0.6
Energy relative to the best compared isomer or geometry (same formula, charge and spin) (kJ/mol): 0.0

The geometry in ORCA input format:
```
! wB97M-V def2-TZVPD RIJCOSX def2/J DEFGRID3
* xyz 0 1
C -4.65 1.80 1.36
H -1.40 -5.67 -3.04
H -5.49 1.42 1.96
Br 0.84 -4.16 -1.68
H -4.94 -0.25 -1.29
Br -2.77 -4.20 -4.53
H -6.12 0.84 -0.54
C -0.33 -3.77 -3.18
N -5.18 0.43 -0.57
H -4.95 2.74 0.88
C -4.21 0.78 0.33
C -1.59 -4.58 -3.04
H -0.53 -2.68 -3.17
H 0.22 -4.01 -4.10
H -2.15 -4.35 -2.11
O -3.09 0.30 0.30
H -3.80 2.01 2.04
*
```

Record 12
# C4H9BrN

A 2-piece molecular cluster, C4H9BrN overall (ωB97M-V/def2-TZVPD, the Open Molecules 2025 dataset).

Output
Kohn-Sham gap (eV): 9.6
E_LUMO (eV): -3.5
Energy relative to the best compared isomer or geometry (same formula, charge and spin) (kJ/mol): 101.0

The geometry in ORCA input format:
```
! wB97M-V def2-TZVPD RIJCOSX def2/J DEFGRID3
* xyz 1 1
H 3.63 -0.59 -1.22
Br 1.56 1.09 -0.33
H -1.25 -0.59 -0.81
H -1.53 -1.73 0.80
H 3.28 -2.22 -0.57
H -1.03 1.06 -0.74
C -1.80 0.40 0.84
H -0.98 2.36 0.42
H 1.20 -1.25 0.59
C -1.67 -0.75 0.25
C 3.02 -1.25 -0.63
H -2.38 0.61 1.78
C 1.93 -0.74 -0.05
N -1.56 1.57 0.03
H -2.44 2.03 -0.36
*
```

Record 13
# C4H9BrO

A 2-piece molecular cluster, C4H9BrO overall (ωB97M-V/def2-TZVPD, the Open Molecules 2025 dataset).

Output
Kohn-Sham gap (spin up / spin down) (eV): 6.4 / 8.0
E_LUMO (spin up / spin down) (eV): -3.6 / -1.7
Energy relative to the best compared isomer or geometry (same formula, charge and spin) (kJ/mol): 432.4

The geometry in ORCA input format:
```
! wB97M-V def2-TZVPD RIJCOSX def2/J DEFGRID3
* xyz 0 1
H 1.84 -0.38 1.21
C -0.15 0.40 -1.28
Br -3.98 0.25 0.08
C 1.69 -0.54 0.11
C -0.56 0.43 1.11
C 0.15 -0.49 0.00
H -0.54 1.51 0.84
H -1.25 0.40 -1.57
H -1.53 -0.01 1.13
H 0.60 -0.06 -2.04
H 0.03 1.39 -1.11
H 2.27 0.10 -0.66
H -0.27 0.22 2.05
O -0.40 -1.64 0.04
H 2.10 -1.58 0.07
*
```

Record 14
# C4H9BrO

A 2-piece molecular cluster, C4H9BrO overall (ωB97M-V/def2-TZVPD, the Open Molecules 2025 dataset).

Output
Kohn-Sham gap (eV): 10.6
E_LUMO (eV): 0.9
Energy relative to the best compared isomer or geometry (same formula, charge and spin) (kJ/mol): 100.6

The geometry in ORCA input format:
```
! wB97M-V def2-TZVPD RIJCOSX def2/J DEFGRID3
* xyz 0 1
H 2.15 0.81 -1.30
C -0.99 -1.60 -0.51
H 0.70 1.71 1.28
C -1.84 -1.12 0.75
H 0.94 1.94 -1.30
Br -2.35 0.76 0.50
H -1.51 -2.35 -0.99
H -0.77 -0.78 -1.13
H -2.75 -1.68 0.68
C 1.48 1.09 0.62
H 2.43 2.50 -0.59
C 1.74 1.63 -0.77
H -0.05 -1.99 -0.06
O 2.19 0.28 1.09
H -1.37 -1.20 1.73
*
```

Record 15
# C4H9BrO

One molecule with the formula C4H9BrO (ωB97M-V/def2-TZVPD, the Open Molecules 2025 dataset).

Output
Kohn-Sham gap (eV): 9.7
E_LUMO (eV): 0.1
Energy relative to the best compared isomer or geometry (same formula, charge and spin) (kJ/mol): 96.3

The geometry in ORCA input format:
```
! wB97M-V def2-TZVPD RIJCOSX def2/J DEFGRID3
* xyz 0 1
H 1.50 -0.97 0.03
C -0.52 -0.22 0.00
H 0.33 -2.01 0.87
H -1.12 1.42 -1.27
H -0.50 0.02 -2.15
H -0.51 0.02 2.15
H 0.62 1.08 1.29
H 0.62 1.09 -1.28
H 0.37 -1.98 -0.90
O -1.75 -0.93 0.00
C -0.37 0.63 -1.26
H -1.11 1.42 1.26
C 0.49 -1.37 0.00
Br -3.29 0.03 0.00
C -0.37 0.63 1.26
*
```

Record 16
# C4H9BrO2S

One molecule with the formula C4H9BrO2S (ωB97M-V/def2-TZVPD, the Open Molecules 2025 dataset).

Output
Kohn-Sham gap (eV): 10.7
E_LUMO (eV): 0.6
Energy relative to the best compared isomer or geometry (same formula, charge and spin) (kJ/mol): 179.6

The geometry in ORCA input format:
```
! wB97M-V def2-TZVPD RIJCOSX def2/J DEFGRID3
* xyz 0 1
H 1.13 -1.86 0.38
C 0.85 1.01 -0.23
H 0.36 -3.12 -0.69
H -0.08 -3.10 1.09
H 1.83 0.71 0.34
H -0.47 0.24 1.57
C 0.23 -2.57 0.21
S -1.06 -1.38 -0.02
H 1.45 2.82 -1.04
C 0.76 2.45 -0.35
H 0.77 0.51 -1.20
Br -2.26 1.13 0.04
H -0.21 2.75 -0.62
C -0.67 0.39 0.58
H 0.80 3.03 0.58
O -2.15 -1.74 0.81
O -1.28 -1.27 -1.46
*
```

Record 17
# C4H9BrP2

One molecule with the formula C4H9BrP2 (ωB97M-V/def2-TZVPD, the Open Molecules 2025 dataset).

Output
Kohn-Sham gap (spin up / spin down) (eV): 6.3 / 6.4
⟨S²⟩: 2.01
E_LUMO (spin up / spin down) (eV): 0.9 / -3.1
Energy relative to the best compared isomer or geometry (same formula, charge and spin) (kJ/mol): 29.5

The geometry in ORCA input format:
```
! wB97M-V def2-TZVPD RIJCOSX def2/J DEFGRID3
* xyz 0 3
H -0.16 -0.33 2.23
Br 2.99 0.55 -0.16
C 0.67 -1.47 -0.86
H 0.36 0.57 -1.60
C 0.42 -0.02 1.40
H -0.92 -0.56 -1.73
H -0.83 2.74 0.03
C -0.19 -0.22 -1.08
H -1.94 1.71 1.30
C -0.79 0.06 0.22
H -1.49 -0.70 0.50
P 1.72 -1.16 0.69
H -0.03 -2.30 -0.68
H 0.75 0.97 1.54
P -1.74 1.70 0.00
H 1.20 -1.53 -1.81
*
```

Record 18
# C4H9BrS

A 2-piece molecular cluster, C4H9BrS overall (ωB97M-V/def2-TZVPD, the Open Molecules 2025 dataset).

Output
Kohn-Sham gap (eV): 9.2
E_LUMO (eV): 0.8
Energy relative to the best compared isomer or geometry (same formula, charge and spin) (kJ/mol): 153.0

The geometry in ORCA input format:
```
! wB97M-V def2-TZVPD RIJCOSX def2/J DEFGRID3
* xyz 0 1
H -1.33 -0.12 -1.15
C 1.01 2.07 1.04
Br 3.06 -0.45 0.04
H -0.25 -0.71 1.08
H 1.26 -0.57 -1.78
H -2.16 -1.40 -0.56
H 0.90 3.10 1.29
C -1.19 -1.14 -0.95
H 0.52 -2.06 0.08
H -1.00 -1.85 -1.82
C -0.09 -1.15 0.08
H 0.33 1.49 1.66
S 0.99 1.75 -0.71
H 1.97 1.89 1.65
C 1.41 -0.04 -0.78
*
```

Record 19
# C4H9Cl2FNO2P

A 2-piece molecular cluster, C4H9Cl2FNO2P overall (ωB97M-V/def2-TZVPD, the Open Molecules 2025 dataset).

Output
Kohn-Sham gap (eV): 8.9
E_LUMO (eV): -0.6

The geometry in ORCA input format:
```
! wB97M-V def2-TZVPD RIJCOSX def2/J DEFGRID3
* xyz 0 1
H -0.27 0.72 0.99
O -2.38 -0.84 3.11
C -0.82 1.91 -2.18
H 0.97 -3.49 1.09
Cl -0.08 1.95 -0.56
H -1.35 2.85 -2.34
N -0.83 -0.13 1.22
F -0.65 0.83 3.61
H 0.83 0.78 -3.06
H -1.55 1.09 -2.18
C -0.14 -1.42 0.85
C 0.22 1.67 -3.27
C -1.34 -0.11 2.65
O -0.60 -2.07 -0.26
H 0.84 -1.86 3.04
H 2.26 -1.39 0.94
H 2.52 -2.85 2.34
Cl 1.32 3.06 -3.47
H -0.28 1.52 -4.23
P 1.35 -2.22 1.73
*
```

Record 20
# C4H9Cl6Hg2O

C4H9Cl6Hg2O as an isolated structure (ωB97M-V/def2-TZVPD, the Open Molecules 2025 dataset).

Output
Kohn-Sham gap (eV): 2.0
E_LUMO (eV): -16.1
Energy relative to the best compared isomer or geometry (same formula, charge and spin) (kJ/mol): 240.1

The geometry in ORCA input format:
```
! wB97M-V def2-TZVPD RIJCOSX def2/J DEFGRID3
* xyz 3 1
C -0.07 -2.40 -3.55
Cl 3.35 -1.18 0.86
H 0.72 -2.26 -4.30
Hg 0.13 3.92 1.92
O 0.35 2.32 0.41
H 4.65 -0.53 -0.99
H -2.78 1.23 4.94
H -0.42 0.67 -0.62
H -0.83 0.76 1.14
Cl -0.32 -4.10 -3.29
C -0.66 1.32 0.23
Cl -3.00 -1.00 4.28
H 3.63 -1.92 -1.36
Cl -1.49 -1.55 -4.07
H -1.62 1.77 -0.03
H 0.30 -2.00 -2.60
Cl 2.44 0.11 -1.62
Cl -4.56 1.34 3.49
Hg 1.76 2.80 -1.28
H -2.23 0.96 3.27
C 3.67 -0.97 -0.83
C -3.01 0.71 4.00
*
```

Record order is preserved below.
Max |F|: 4.054 4.209 3.228 4.800 0.272 0.821 5.314 3.983 3.492 3.918 0.979 4.507 4.904 4.775 0.979 6.242 3.664 4.224 10.076 1.650 eV Å⁻¹